{
  "formula": "C42H30IN3O4PRuS",
  "method": "ωB97M-V/def2-TZVPD",
  "species": ["Ru", "O", "N", "N", "O", "C", "C", "C", "C", "C", "C", "H", "H", "H", "H", "H", "O", "C", "O", "C", "C", "C", "C", "C", "C", "P", "C", "C", "C", "C", "C", "C", "C", "C", "C", "C", "C", "C", "H", "H", "H", "H", "H", "H", "H", "H", "H", "H", "H", "H", "H", "H", "I", "C", "C", "C", "C", "C", "C", "C", "C", "C", "C", "H", "H", "H", "H", "H", "H", "S", "C", "N", "C", "C", "C", "C", "C", "C", "H", "H", "H", "H", "H"],
  "positions_angstrom": [[-0.042100, -0.326400, 0.044100], [-1.613000, 1.353500, -0.127100], [-1.985600, 1.615500, -1.328600], [-1.115900, 1.379800, -2.258500], [0.013500, 0.780000, -1.994900], [-1.444700, 1.640400, -3.590400], [-2.619800, 2.321300, -3.914600], [-2.936900, 2.521900, -5.243400], [-2.096300, 2.065400, -6.250600], [-0.914900, 1.416600, -5.922400], [-0.582000, 1.205700, -4.598900], [-3.263200, 2.681600, -3.127800], [-3.852800, 3.034400, -5.500200], [-2.362200, 2.219200, -7.286400], [-0.252100, 1.068500, -6.702100], [0.336500, 0.708900, -4.328500], [3.244300, -1.769700, 1.875400], [2.868700, -1.962900, 0.736100], [2.242600, -1.113000, -0.010900], [3.074600, -3.251200, -0.003000], [4.071400, -4.158400, 0.315900], [4.270700, -5.261100, -0.494900], [3.471800, -5.450400, -1.611600], [2.463300, -4.553800, -1.919800], [2.250000, -3.446100, -1.111500], [1.019900, -2.146700, -1.471800], [-0.391900, -3.008100, -2.336900], [-0.754500, -4.351800, -2.274800], [-2.010000, -4.762800, -2.695100], [-2.936200, -3.843400, -3.153900], [-2.585100, -2.503500, -3.239800], [-1.327600, -2.102400, -2.840400], [1.835100, -1.319400, -2.872400], [1.752500, -1.905400, -4.132500], [2.376600, -1.312900, -5.215100], [3.090300, -0.136400, -5.051400], [3.178400, 0.443600, -3.794700], [2.553100, -0.140000, -2.706600], [4.694400, -3.972200, 1.177900], [5.065400, -5.957700, -0.274600], [3.649100, -6.297800, -2.257400], [1.872300, -4.700900, -2.808100], [-0.065000, -5.090800, -1.892800], [-2.271000, -5.811300, -2.644300], [-3.926000, -4.167700, -3.441100], [-3.293600, -1.773400, -3.608500], [-1.042300, -1.062700, -2.917900], [1.193000, -2.820200, -4.272000], [2.303500, -1.775100, -6.189600], [3.575500, 0.321600, -5.903300], [3.734500, 1.360000, -3.661700], [2.608100, 0.329100, -1.735000], [1.365200, 2.269200, 0.669000], [0.713800, 1.923200, 2.676500], [0.767600, 2.967700, 3.560400], [0.480000, 2.738500, 4.911700], [0.153100, 1.484400, 5.347500], [0.080200, 0.404100, 4.447100], [-0.201200, -0.903300, 4.895300], [-0.188500, -1.958400, 4.026100], [0.037700, -1.738100, 2.659900], [0.233800, -0.469400, 2.162100], [0.342200, 0.619400, 3.058600], [1.048600, 3.956700, 3.230500], [0.551700, 3.558400, 5.608100], [-0.039100, 1.299500, 6.395200], [-0.397900, -1.058900, 5.946900], [-0.353500, -2.967900, 4.377500], [0.065800, -2.605900, 2.011800], [-4.695500, -1.867800, 0.881700], [-3.265500, -0.967600, 0.510600], [-2.183600, -1.652600, 0.343700], [-2.402200, -2.996600, 0.513100], [-1.458600, -4.021300, 0.445800], [-1.874400, -5.323600, 0.623900], [-3.210000, -5.630700, 0.873700], [-4.158700, -4.632200, 0.976500], [-3.745400, -3.322200, 0.800100], [-3.311600, 0.106500, 0.443400], [-0.419500, -3.786400, 0.256600], [-1.149300, -6.120200, 0.562200], [-3.507200, -6.660700, 0.999400], [-5.191800, -4.857200, 1.189900]],
  "forces_ev_per_a": [[0.4783, -0.2685, -0.1926], [0.0830, -0.9395, -0.5763], [0.5876, 0.5355, -0.5305], [-0.6788, -0.4554, 2.6821], [0.1809, -0.5129, 0.1909], [-0.4197, 0.3492, -1.5875], [0.1763, -0.0926, 0.1521], [0.0170, -0.0443, -0.1205], [0.0539, -0.0323, -0.0020], [-0.2450, 0.1305, -0.1592], [-0.0242, -0.0252, 0.5986], [-0.0468, -0.0052, 0.0187], [-0.0421, 0.0492, 0.0118], [-0.0049, 0.0236, -0.0573], [0.0532, -0.0182, -0.0025], [0.0704, -0.0714, 0.0472], [0.1614, -0.2211, -0.1423], [0.1790, -0.0355, 0.7404], [-0.3629, 0.7427, -0.4090], [-0.1372, 0.0308, -0.1262], [-0.0531, 0.0669, 0.0371], [0.0152, 0.0323, 0.0319], [0.0674, -0.0982, -0.0884], [-0.0964, 0.0095, -0.0564], [-0.1153, -0.1774, 0.5416], [-0.5498, 0.7216, 0.4202], [0.0415, 0.1128, 0.2705], [0.3158, 0.1682, -0.2724], [-0.0760, -0.1152, -0.1419], [-0.0148, -0.0579, 0.0129], [-0.0923, -0.0068, -0.0576], [0.1165, 0.1014, -0.1212], [-0.1182, 0.1057, 0.0449], [-0.0169, 0.0678, 0.1081], [0.0561, -0.0146, -0.1849], [0.0098, -0.0243, -0.0294], [0.0539, 0.0448, -0.0632], [0.0300, 0.0172, 0.0066], [0.0135, 0.0538, 0.0880], [0.0485, -0.0902, 0.0299], [-0.0120, -0.0662, -0.0707], [-0.0952, -0.0689, -0.1470], [0.0071, -0.0232, 0.1035], [-0.0186, -0.0392, 0.0405], [-0.0584, -0.0310, -0.0524], [-0.0106, 0.0314, -0.0276], [-0.0560, 0.1083, 0.0520], [-0.0332, -0.0026, -0.0359], [0.0104, -0.0179, -0.0650], [0.0190, 0.0345, 0.0064], [0.0292, 0.0814, 0.0175], [0.0473, -0.0715, -0.0159], [-0.0933, -0.2977, 0.6885], [0.2278, 0.6192, -0.3872], [0.1130, -0.1818, -0.5386], [-0.1349, -0.2295, 0.3403], [0.0708, 0.3467, -0.0152], [0.1558, -0.1644, -0.3026], [-0.0606, -0.2311, 0.0090], [0.1508, 0.1216, 0.2837], [0.1265, 0.3357, -0.0044], [-0.9118, -1.1525, -1.6705], [-0.1024, -0.0542, 0.0017], [0.0645, 0.0285, -0.0373], [-0.0402, 0.1109, 0.1041], [-0.0116, -0.0080, 0.0740], [-0.0195, 0.0023, 0.0883], [-0.0286, -0.0321, 0.0754], [-0.1377, 0.1529, -0.0621], [0.5082, -0.1143, -0.1744], [-0.3570, -0.1426, 0.1108], [1.2113, 1.4209, -0.0581], [-0.5339, -0.8238, 0.1874], [-0.0550, 0.1316, 0.2610], [0.1506, 0.1309, 0.0971], [-0.1783, 0.0347, 0.0495], [0.0265, -0.1606, -0.0132], [0.2432, 0.3374, -0.1179], [0.1628, 0.1224, -0.0274], [-0.0608, -0.0305, 0.0778], [0.0889, -0.0993, 0.0002], [-0.0206, -0.0915, 0.0262], [-0.0985, -0.0737, 0.0165]],
  "lowdin_spin": [0.847, 0.018, -0.012, 0.013, 0.029, 0.000, 0.002, 0.000, 0.003, 0.000, 0.002, 0.000, 0.000, 0.000, 0.000, 0.000, 0.019, 0.006, 0.048, 0.000, 0.000, 0.000, 0.000, 0.002, 0.005, 0.012, -0.001, 0.000, -0.001, 0.000, 0.000, -0.002, -0.004, -0.001, 0.000, 0.000, 0.000, 0.000, 0.000, 0.000, 0.000, 0.000, 0.000, 0.000, 0.000, 0.000, 0.000, 0.000, 0.000, 0.000, 0.000, 0.000, 0.035, -0.002, 0.003, -0.001, 0.002, -0.002, 0.008, -0.001, 0.009, -0.029, -0.004, 0.001, 0.000, 0.000, 0.000, 0.000, 0.001, 0.001, 0.001, -0.009, -0.001, 0.001, 0.000, 0.000, 0.000, -0.001, 0.000, 0.001, 0.000, 0.000, 0.000],
  "relative_energy_kcal_mol": 76.3,
  "homo_ev": [-7.459, -7.589],
  "spin_multiplicity": 2,
  "homo_lumo_gap_ev": [6.48, 6.80],
  "e_tot_ev": -87503.733
}

=====

{
  "formula": "C42H30N8O5S2Sm",
  "method": "ωB97M-V/def2-TZVPD",
  "species": ["Sm", "C", "C", "C", "C", "C", "C", "N", "C", "C", "C", "C", "C", "C", "N", "N", "C", "C", "C", "C", "C", "N", "H", "H", "H", "H", "H", "H", "H", "H", "H", "H", "H", "H", "H", "C", "O", "C", "C", "C", "C", "C", "C", "N", "N", "C", "C", "O", "C", "C", "C", "C", "C", "C", "C", "C", "H", "H", "H", "H", "H", "H", "H", "H", "H", "H", "H", "H", "H", "O", "S", "O", "N", "C", "O", "C", "C", "C", "C", "C", "C", "H", "H", "H", "H", "S", "C", "N"],
  "positions_angstrom": [[0.188374, -0.706483, -0.077393], [-0.745147, -0.153895, 5.902635], [0.064577, 0.930623, 5.586936], [0.727700, 0.978663, 4.373872], [0.610245, -0.062340, 3.442999], [-0.217359, -1.140344, 3.763733], [-0.882820, -1.181818, 4.981413], [1.208574, 0.033167, 2.173798], [2.512282, 0.315160, 2.098322], [3.437653, 0.190008, 3.191560], [4.768755, 0.419687, 3.040801], [5.320537, 0.801433, 1.793795], [4.486718, 0.929172, 0.725598], [3.097961, 0.704781, 0.847539], [2.256644, 0.758040, -0.239076], [2.730024, 1.255714, -1.299651], [1.847877, 1.249290, -2.391685], [2.253003, 1.978352, -3.510547], [1.417112, 2.029061, -4.606089], [0.206634, 1.348616, -4.561497], [-0.099142, 0.634897, -3.417052], [0.697938, 0.578548, -2.355521], [-1.274303, -0.187417, 6.847126], [0.153497, 1.762605, 6.275885], [1.322174, 1.846056, 4.111379], [-0.327204, -1.947125, 3.052594], [-1.515446, -2.032803, 5.207938], [3.056929, -0.154609, 4.141535], [5.426299, 0.268782, 3.889486], [6.386637, 0.950756, 1.686045], [4.867682, 1.183954, -0.253289], [3.207392, 2.483826, -3.481743], [1.702908, 2.588960, -5.487630], [-0.480955, 1.354746, -5.395346], [-1.022012, 0.072274, -3.346580], [-2.734807, -2.205238, -2.181409], [-2.531917, -1.455509, -0.987479], [-3.262864, -1.861042, 0.097497], [-4.228198, -2.854149, 0.060462], [-4.910348, -3.191254, 1.224188], [-4.635280, -2.543602, 2.416530], [-3.674350, -1.543859, 2.447711], [-2.986633, -1.198271, 1.295861], [-1.979650, -0.196176, 1.251210], [-2.230698, 0.743922, 2.059463], [-1.450766, 1.858766, 2.079832], [-0.582803, 2.215851, 1.021340], [-0.462909, 1.508830, -0.036638], [0.143888, 3.452153, 1.133665], [0.007627, 4.254863, 2.212843], [-0.902457, 3.941713, 3.271954], [-1.054805, 4.793512, 4.383329], [-1.939852, 4.492966, 5.385979], [-2.705490, 3.317990, 5.297742], [-2.564177, 2.466313, 4.232698], [-1.655239, 2.753850, 3.192044], [-2.443532, -3.246310, -2.034669], [-2.092002, -1.769642, -2.936959], [-3.778999, -2.136497, -2.496237], [-4.437077, -3.389763, -0.852832], [-5.651479, -3.979934, 1.190244], [-5.157770, -2.819852, 3.323386], [-3.426688, -1.024680, 3.363779], [0.825785, 3.690013, 0.326429], [0.591449, 5.166146, 2.289685], [-0.456842, 5.697323, 4.430371], [-2.050570, 5.153924, 6.236490], [-3.407439, 3.074469, 6.086392], [-3.136829, 1.551557, 4.179178], [2.692499, -1.972035, -0.308892], [2.398961, -2.890915, 0.783355], [3.251426, -2.837242, 1.933098], [0.820494, -2.705725, 1.100813], [0.085081, -3.705829, 0.511395], [-1.123341, -3.644983, 0.364081], [0.944400, -4.845639, 0.050030], [0.541661, -6.067794, -0.453320], [1.527005, -6.972658, -0.823928], [2.876864, -6.654072, -0.698934], [3.279865, -5.419367, -0.204903], [2.283080, -4.536892, 0.156815], [-0.511709, -6.289509, -0.559544], [1.245483, -7.936755, -1.227424], [3.624395, -7.377097, -0.999717], [4.325504, -5.158496, -0.113888], [0.651956, -4.196131, -3.861071], [0.437731, -3.019878, -2.756395], [0.243247, -2.177819, -1.965137]],
  "forces_ev_per_a": [[-0.5338, 1.2377, -0.1703], [-0.0079, 0.0019, 0.0245], [0.0297, -0.0136, -0.0087], [0.0165, -0.0462, 0.0143], [-0.0344, -0.0353, -0.0693], [0.0450, 0.0187, 0.0406], [-0.0043, -0.0033, -0.0127], [0.1498, -0.0379, -0.1772], [0.0078, -0.0019, -0.1006], [-0.1266, 0.0485, 0.0897], [-0.0302, 0.0027, -0.0183], [0.0061, 0.0202, -0.0188], [0.0486, 0.1407, -0.0513], [-0.0991, 0.0018, 0.0519], [0.5254, -0.0195, 0.0170], [-0.1381, 0.1062, -0.0653], [0.0788, 0.0320, 0.0663], [-0.0509, -0.0043, -0.0428], [0.0256, 0.0050, 0.0169], [-0.0360, -0.0152, 0.0061], [-0.0057, -0.0214, -0.0036], [0.1221, -0.0198, 0.1410], [0.0027, 0.0030, 0.0016], [0.0019, -0.0001, -0.0040], [0.0193, 0.0007, 0.0034], [0.0067, -0.0124, 0.0051], [0.0004, 0.0000, -0.0015], [-0.0073, -0.0020, 0.0261], [-0.0051, 0.0000, 0.0055], [-0.0006, -0.0061, 0.0046], [-0.0053, -0.0161, 0.0004], [0.0016, -0.0012, 0.0030], [-0.0023, -0.0002, -0.0024], [0.0059, 0.0019, -0.0020], [-0.0004, -0.0048, -0.0052], [-0.0266, -0.0013, -0.0256], [0.0386, -0.1026, 0.0412], [0.0689, 0.0601, -0.0198], [-0.0443, -0.0254, 0.0423], [0.0234, 0.0074, -0.0317], [-0.0151, -0.0076, 0.0227], [0.0564, 0.0415, -0.0006], [-0.1117, -0.1319, -0.0678], [-0.0799, 0.0728, 0.3861], [-0.1554, -0.0078, -0.2822], [0.1592, 0.1783, 0.1091], [-0.1962, -0.2439, -0.0678], [0.1970, 0.2424, 0.0270], [0.0045, 0.1574, 0.0459], [0.0059, -0.0672, -0.0580], [-0.0262, 0.0248, 0.0515], [0.0203, -0.0021, -0.0253], [-0.0166, 0.0016, 0.0204], [0.0020, 0.0093, -0.0109], [0.0119, 0.0152, -0.0241], [-0.0617, -0.0378, -0.0200], [-0.0039, 0.0012, 0.0046], [0.0057, -0.0069, -0.0006], [0.0059, 0.0111, -0.0007], [-0.0010, 0.0055, 0.0078], [-0.0014, 0.0011, 0.0021], [0.0013, -0.0003, -0.0026], [0.0030, -0.0053, 0.0019], [-0.0044, -0.0080, -0.0047], [0.0020, 0.0037, 0.0053], [0.0021, -0.0022, -0.0022], [0.0001, -0.0026, 0.0015], [-0.0007, 0.0018, 0.0011], [0.0011, 0.0003, 0.0096], [0.0595, 0.0564, 0.2057], [0.0189, -0.0626, -0.0225], [-0.0241, -0.0639, 0.0208], [0.0588, -0.7993, -0.1257], [0.0848, -0.1060, 0.2741], [-0.0221, -0.0974, 0.1099], [-0.0735, -0.0047, -0.0063], [0.0172, 0.0093, -0.0300], [-0.0243, 0.0032, -0.0055], [0.0264, 0.0009, 0.0042], [-0.0265, -0.0100, -0.0558], [0.0584, -0.0367, -0.0217], [0.0010, -0.0026, 0.0033], [0.0011, -0.0006, 0.0012], [-0.0026, 0.0005, -0.0026], [-0.0015, 0.0060, 0.0039], [-0.0147, 0.0759, 0.0533], [-0.0603, -0.0657, -0.0683], [0.0530, -0.4450, -0.2375]],
  "lowdin_spin": [5.052, 0.000, 0.000, 0.000, 0.000, 0.000, 0.000, -0.007, 0.000, 0.000, 0.000, 0.000, 0.000, 0.000, -0.007, 0.000, 0.000, 0.000, 0.000, 0.000, 0.000, -0.003, 0.000, 0.000, 0.000, 0.000, 0.000, 0.000, 0.000, 0.000, 0.000, 0.000, 0.000, 0.000, 0.000, 0.000, -0.001, 0.000, 0.000, 0.000, 0.000, 0.000, -0.001, -0.009, 0.000, 0.000, 0.001, -0.005, 0.000, 0.001, 0.000, 0.000, 0.000, 0.000, 0.000, 0.000, 0.000, 0.000, 0.000, 0.000, 0.000, 0.000, 0.000, 0.000, 0.000, 0.000, 0.000, 0.000, 0.000, -0.002, 0.000, 0.000, -0.008, -0.001, -0.001, 0.000, 0.000, 0.000, 0.000, 0.000, 0.000, 0.000, 0.000, 0.000, 0.000, 0.000, 0.001, -0.008],
  "relative_energy_kcal_mol": 8.1,
  "homo_ev": [-4.279, -4.286],
  "spin_multiplicity": 6,
  "total_charge": -1,
  "homo_lumo_gap_ev": [5.93, 5.93],
  "e_tot_ev": -105779.422
}